Below is a cluster of 8 separate species, C34H68B2Br2F4N2O13P in total at a distorted geometry, with properties calculated with wB97M-V/def2-TZVPD.

Computed properties:
HOMO-LUMO gap	8.17	eV
LUMO energy	-2.75	eV
charge	+1

XYZ file:
```
126
Properties=species:S:1:pos:R:3:forces:R:3
C 3.3747 -0.1665 0.9478 0.780 -0.865 -0.776
C 3.0270 -0.9092 -0.4096 -0.075 -1.289 0.512
C 1.4540 -1.1804 -0.6031 2.397 2.217 -1.033
O 1.0704 -2.1037 0.4073 -1.208 0.435 -0.691
C -0.1390 -2.8010 0.2091 -0.049 -1.322 1.103
B -0.1110 -3.9431 -0.9871 -1.050 -2.153 -0.518
O 0.8807 -4.0068 -2.0146 -2.146 1.011 0.904
O -1.1568 -4.9254 -0.8908 1.734 2.573 -0.598
O -0.2955 -3.6075 1.4192 0.360 1.780 -0.038
C -0.2051 -2.7759 2.5951 0.374 -0.376 1.146
P -0.8177 -3.9034 4.0182 -2.674 -0.525 -0.577
O -2.2294 -4.4365 3.7927 2.509 1.010 0.340
C -1.1822 -1.5252 2.6112 0.042 -1.343 1.092
N -1.3929 -0.8781 1.2457 0.212 0.139 1.182
C -2.5801 0.0291 1.3866 -1.758 1.798 0.486
C -2.3441 1.5130 0.8921 -0.118 -0.066 0.267
C -1.2363 2.3195 1.6758 -0.383 1.326 -1.164
F 0.0886 2.0174 1.3034 -1.814 -0.358 0.272
Br -1.3712 2.2412 3.6410 -0.015 -0.453 -0.909
C -1.4525 3.8759 1.2708 0.755 0.144 1.419
F -2.6291 4.3104 1.8882 1.599 -0.626 -1.817
F -1.4336 4.0794 -0.0955 -0.493 -0.440 2.364
Br 0.0451 4.8796 2.1417 -0.898 -0.143 -0.966
C -1.4753 -1.8995 0.1748 -0.667 -1.686 -0.466
F -2.5240 -2.7880 0.5817 1.181 1.460 -0.277
B -1.9252 -1.3780 -1.2975 -1.240 -0.239 -2.073
O -2.8368 -2.2248 -2.0336 0.950 1.754 1.948
N -1.5035 -0.1140 -1.9608 -1.279 -0.823 -0.866
C -0.6091 -0.3375 -3.1408 2.324 0.826 -0.081
C -2.7902 0.4349 -2.5534 -1.314 0.120 0.057
H 3.0571 0.9127 0.8720 0.281 -1.090 0.438
H 2.9134 -0.7393 1.8035 0.240 0.880 -0.770
H 4.5144 -0.2463 1.0820 -1.855 0.371 -0.188
H 3.4840 -0.3739 -1.2929 -0.771 -0.431 0.891
H 3.5114 -1.9550 -0.3853 -0.650 1.623 -0.052
H 0.9725 -0.1402 -0.5271 -0.009 -1.388 0.224
H 1.3341 -1.5014 -1.6751 -0.247 -0.302 1.281
H 0.4925 -3.5088 -2.7656 0.720 -0.498 0.113
H -1.4249 -5.2359 -1.7745 0.403 -0.289 0.431
H 0.8704 -2.5333 2.8889 -1.241 0.051 -0.822
H 0.1882 -4.8971 4.2110 -0.146 0.544 -0.157
H -0.7552 -3.0470 5.1830 0.396 -0.350 -0.665
H -2.1865 -1.9122 2.9902 1.107 0.646 -0.848
H -0.8209 -0.7222 3.3141 -0.279 -0.828 -0.842
H -0.5532 -0.2982 1.0811 -0.170 -0.217 -0.273
H -2.8318 0.1140 2.4950 0.510 -0.231 -1.442
H -3.5388 -0.3884 0.9326 1.574 0.177 0.241
H -3.3255 2.0662 1.0759 1.256 -0.733 -0.085
H -2.1335 1.6249 -0.2101 0.016 -0.401 1.133
H -3.6958 -2.2579 -1.5603 0.592 -0.768 -0.281
H -0.4141 -1.4198 -3.3996 -0.535 1.025 0.109
H -0.9364 0.2358 -4.0668 0.109 -0.936 1.284
H 0.4107 0.1067 -2.8794 -1.213 -0.650 -0.469
H -3.0233 -0.0415 -3.5580 0.270 0.614 1.252
H -2.7681 1.5575 -2.6644 0.306 -1.146 0.096
H -3.6929 0.2040 -1.8911 1.160 0.374 -0.693
C -6.0682 6.7913 -1.4389 -0.229 -0.217 -0.138
C -5.5380 5.4007 -1.2199 -0.321 -0.290 -0.190
O -6.1367 4.4190 -1.6129 0.099 0.108 0.102
C -4.2294 5.2573 -0.4921 -0.048 -0.239 -0.035
H -7.0159 6.7362 -1.9755 0.125 -0.006 0.034
H -6.2378 7.2803 -0.4774 0.182 0.118 -0.054
H -5.3614 7.3696 -2.0368 -0.030 0.135 0.157
H -4.3145 5.6771 0.5117 0.129 0.161 -0.094
H -3.4355 5.7621 -1.0458 -0.010 0.137 0.166
H -3.9801 4.1987 -0.4091 -0.094 0.100 -0.061
C -9.0769 9.8211 -3.1359 0.253 0.174 0.212
C -8.0765 9.0152 -3.9213 0.491 0.079 0.059
O -6.8836 9.1191 -3.7185 -0.321 -0.077 -0.016
C -8.6132 8.0753 -4.9681 0.329 -0.130 -0.109
H -8.5497 10.4529 -2.4196 -0.032 -0.069 -0.088
H -9.6513 10.4597 -3.8097 -0.158 -0.142 0.049
H -9.7454 9.1533 -2.5887 -0.150 0.064 -0.153
H -9.1671 8.6365 -5.7231 -0.169 -0.096 0.097
H -9.2611 7.3300 -4.5020 -0.163 0.114 -0.098
H -7.7819 7.5619 -5.4535 -0.068 0.068 0.061
C 6.7349 -4.9134 1.1188 -0.223 0.105 0.279
C 6.3327 -3.8328 0.1505 -0.308 0.366 0.079
O 5.4837 -3.0125 0.4367 0.167 -0.288 -0.034
C 7.0240 -3.8085 -1.1862 -0.189 0.285 -0.130
H 6.1566 -4.8088 2.0381 0.050 0.013 -0.100
H 6.5311 -5.8950 0.6864 0.221 -0.007 -0.021
H 7.7956 -4.8208 1.3597 0.013 -0.175 -0.126
H 6.8330 -4.7412 -1.7208 0.209 -0.045 0.053
H 8.0975 -3.6669 -1.0470 0.003 -0.196 -0.056
H 6.6356 -2.9791 -1.7789 0.035 -0.065 0.092
C -8.2476 1.0621 0.5801 0.181 -0.197 0.288
C -7.7908 0.1409 -0.5194 0.189 -0.375 0.040
O -7.1484 -0.8634 -0.2768 0.031 0.329 -0.052
C -8.1595 0.5130 -1.9302 0.206 -0.281 -0.148
H -7.9118 0.6716 1.5422 -0.051 0.000 -0.100
H -7.8177 2.0556 0.4351 -0.215 0.061 -0.099
H -9.3376 1.1209 0.5873 0.045 0.197 -0.073
H -7.7223 1.4817 -2.1826 -0.220 0.095 0.033
H -9.2454 0.5485 -2.0361 0.044 0.213 -0.005
H -7.7656 -0.2379 -2.6169 -0.053 0.044 0.088
C 0.7001 -7.5814 -0.8818 -0.019 0.148 -0.250
C 0.4061 -8.9349 -1.4728 -0.111 -0.131 -0.539
O 0.1500 -9.0646 -2.6519 0.055 0.099 0.351
C 0.4423 -10.1197 -0.5441 -0.082 -0.244 -0.237
H 0.6378 -6.8246 -1.6645 0.061 -0.118 0.053
H -0.0325 -7.3436 -0.1081 0.160 -0.031 0.125
H 1.7089 -7.5720 -0.4634 -0.092 0.008 0.174
H -0.3028 -9.9970 0.2446 0.171 0.033 0.121
H 1.4385 -10.2211 -0.1089 -0.098 0.065 0.176
H 0.2117 -11.0261 -1.1055 0.023 0.112 0.036
C 6.4135 3.1254 0.5264 -0.345 -0.106 -0.198
C 6.9610 1.7360 0.7237 -0.124 -0.375 -0.093
O 6.3538 0.7577 0.3351 0.225 0.367 0.031
C 8.2890 1.6061 1.4204 -0.173 -0.403 -0.085
H 5.4528 3.0664 0.0120 0.095 -0.009 0.042
H 6.2634 3.6069 1.4948 0.180 0.115 -0.058
H 7.1020 3.7133 -0.0837 0.036 0.098 0.189
H 8.2216 2.0204 2.4290 0.113 0.177 -0.076
H 9.0608 2.1262 0.8496 0.011 0.110 0.168
H 8.5585 0.5534 1.4924 -0.013 0.157 -0.045
C 11.0732 1.1331 4.0739 -0.050 0.188 -0.316
C 10.7942 -0.2263 3.4893 -0.079 -0.101 -0.500
O 10.5337 -0.3653 2.3113 0.154 -0.009 0.397
C 10.8511 -1.4063 4.4227 -0.088 -0.246 -0.243
H 10.9979 1.8869 3.2886 0.017 -0.093 0.061
H 10.3405 1.3617 4.8506 0.172 -0.037 0.141
H 12.0825 1.1596 4.4889 -0.110 0.006 0.185
H 10.1085 -1.2903 5.2148 0.177 0.039 0.125
H 11.8506 -1.4923 4.8532 -0.103 0.067 0.177
H 10.6299 -2.3183 3.8664 0.025 0.109 0.032
```
Positions in Å, forces in eV/Å.